(1)
Formula: C31H31CeN7O2S
Source: the Open Molecules 2025 dataset
Level of theory: ωB97M-V/def2-TZVPD

Each line ends with the Mulliken charge.
Positions of all 73 atoms, in Å:
Ce 0.0245 -0.3623 0.0614  -0.96
S 4.2102 0.8939 -1.8925  -0.11
O -0.6399 3.7589 1.3992  -0.67
O -0.2099 -0.5077 -3.9822  -0.75
N -0.3696 1.8638 0.0738  0.84
N 2.5257 -0.1565 -0.2892  -0.71
N 0.1334 -2.4586 -1.2213  0.72
N 2.1638 0.6044 -3.6758  -0.23
N 0.8600 0.6151 2.2171  1.12
N -1.0881 0.0455 -1.9010  1.36
N 1.8756 -0.0865 -1.4813  0.59
C -1.5134 4.1738 -2.6247  -0.78
C -2.1946 -2.3521 0.6144  -0.57
C 3.7355 0.2963 -0.3204  0.21
C -0.2324 -4.5113 -3.0690  -0.64
C -2.9074 -1.3065 0.0105  0.80
C -1.5688 -2.1724 1.8535  0.53
C -3.0031 -0.0815 0.6771  -0.66
C -0.4449 -2.2164 -2.4137  0.41
C 0.4249 -4.7486 -1.8686  -1.04
C 2.5986 0.4400 -2.4439  0.44
C -3.6612 -1.5315 -1.2638  -1.58
C 0.4817 1.9036 2.3178  0.61
C -1.6284 1.9133 -3.4043  -0.77
C -0.8984 2.3645 -1.1333  0.55
C -2.4583 0.0992 1.9534  1.01
C -0.8825 -3.3166 2.5503  -1.59
C 5.0644 1.7942 1.1436  -1.20
C -1.1970 1.4351 -2.1709  0.80
C -0.2438 2.6173 1.1724  -0.16
C 1.7317 0.7454 4.4523  -1.00
C 1.3102 2.0661 4.5646  -0.71
C -1.7803 3.2690 -3.6372  -0.96
C 4.6402 0.3552 0.8526  -0.30
C 1.4921 0.0741 3.2674  -0.52
C 0.5712 -3.6993 -0.9799  -0.24
C -1.7151 -0.9448 2.5160  -0.51
C 0.6985 2.6514 3.4762  -0.65
C -2.8052 1.3166 2.7511  -1.69
C -1.0779 3.7242 -1.3917  -1.26
C -0.6254 -0.7640 -2.8328  -0.31
C -0.6607 -3.2269 -3.3483  -0.78
H 5.5305 -0.2439 0.6472  0.38
H 1.2136 0.2497 -3.9205  0.13
H -2.1101 3.6087 -4.6073  0.46
H -1.1378 -2.9801 -4.2836  0.60
H -0.8592 4.4284 -0.6070  0.56
H -1.6441 5.2329 -2.7873  0.46
H 4.1961 2.4216 1.3349  0.28
H -0.8260 -4.1923 1.9081  0.41
H -4.7153 -1.6950 -1.0434  0.42
H -3.2877 -2.4022 -1.7956  0.37
H -3.6014 0.7114 0.2446  0.55
H -2.2106 -3.3399 0.1618  0.50
H 0.3640 3.6783 3.4796  0.63
H -3.8811 1.3267 2.9244  0.46
H -2.2966 1.3183 3.7123  0.37
H -1.8414 1.2046 -4.1888  0.53
H 1.8055 -0.9605 3.1426  0.54
H 2.7378 1.0180 -4.3879  0.22
H 5.7151 1.8155 2.0129  0.38
H 5.6099 2.2010 0.2958  0.43
H 0.1247 -3.0408 2.8639  0.28
H 2.2274 0.2516 5.2730  0.55
H -3.5876 -0.6597 -1.9093  0.33
H 1.4559 2.6223 5.4779  0.51
H 1.0717 -3.8445 -0.0264  0.58
H 0.8179 -5.7248 -1.6308  0.50
H -1.3410 -0.8488 3.5302  0.55
H 4.1184 -0.0696 1.7123  0.11
H -1.4389 -3.5885 3.4475  0.42
H -2.5610 2.2330 2.2203  0.32
H -0.3842 -5.3087 -3.7802  0.52

Computed properties:
- E_tot: -70929.8495 eV
- Spin multiplicity: 1
- Gap between HOMO and LUMO: 0.2070 hartree
- Relative energy (zero: lowest compared OMol25 entry of this formula, charge and spin): 0.000 eV
- Charge: +2
- LUMO: -7.568 eV

(2)
Formula: C5H6N2O
Source: the Open Molecules 2025 dataset
Level of theory: ωB97M-V/def2-TZVPD

Each line ends with the natural charge from an NBO analysis.
Positions of all 14 atoms, in Å:
O 0.5228 1.7486 -1.4796  -0.49
N 0.6606 -1.1785 0.0353  -0.42
N -1.3074 -0.4837 -0.4949  -0.48
C -1.4531 -1.7716 -0.3877  -0.07
C 1.1595 1.8948 0.8262  -0.74
C -0.0116 -0.0775 -0.1823  0.17
C -0.1995 -2.2404 -0.0026  -0.07
C 0.5180 1.2552 -0.4146  0.55
H 0.1032 -3.0728 0.2001  0.17
H 2.0263 1.0843 1.1222  0.26
H -2.1918 -2.3017 -0.7096  0.21
H 1.8339 2.8102 0.6449  0.25
H -2.0199 0.4308 -0.8799  0.44
H 0.3589 1.9022 1.7226  0.24

Computed properties:
- E_tot: -10306.9719 eV
- Spin multiplicity: 1
- Gap between HOMO and LUMO: 0.3469 hartree
- SMILES: CC(=O)c1ncc[nH]1
- Relative energy (zero: lowest compared OMol25 entry of this formula, charge and spin): 2.632 eV
- LUMO: 0.555 eV

(3)
Formula: C24H46Cl3MnN2O4Si
Source: the Open Molecules 2025 dataset
Level of theory: ωB97M-V/def2-TZVPD

Each line ends with the Mulliken charge.
Positions of all 81 atoms, in Å:
Mn -1.9805 0.1637 1.7934  -0.14
Cl -3.1573 -0.4079 -0.0100  -0.67
Cl -2.8106 1.5911 3.3242  -0.70
Cl -0.5154 1.0398 0.3806  0.31
Si -0.4662 3.6356 -0.1557  1.18
O 0.8024 3.0376 -1.3570  -0.35
O -0.4219 -1.9822 0.7824  -0.10
O 1.3942 0.0957 2.5289  -0.56
O -2.8881 -1.6062 2.7201  0.29
N 0.4980 -3.0378 -1.0582  0.55
N 3.3069 1.2681 1.8936  0.26
C 1.6771 1.0588 -2.6989  0.58
C 2.8312 0.7045 -1.9865  0.28
C -1.0900 -3.2008 3.1437  -0.78
C 2.9024 -1.4457 -3.0855  -0.53
C 2.6938 2.5767 2.0454  -0.72
C 3.5959 3.1822 -3.3453  0.64
C -5.2841 -1.0200 2.3814  -0.99
C 3.3671 -0.5783 -2.0987  -1.19
C -0.4780 -2.3150 -0.4144  -0.23
C 2.2803 3.5161 -3.2447  0.62
C 1.7146 4.8569 -3.6569  -1.59
C 4.5927 1.2342 1.2149  -0.89
C -0.3329 5.1672 -1.2881  -1.26
C 4.5667 3.8913 -4.2676  -1.62
C -2.4441 -3.0127 2.5045  -0.37
C 1.2250 2.5627 -2.6167  -0.15
C 0.2312 -3.7015 -2.3319  -0.99
C 2.5471 0.1366 2.0640  0.17
C -4.1857 -1.4015 3.3443  -0.61
C 1.9071 -0.9993 -3.9184  -0.85
C 1.6878 -3.5087 -0.3455  -0.82
C 1.2050 0.1953 -3.6815  -0.30
C -0.1444 4.1621 1.6528  -0.88
C -2.4485 3.5524 -0.1939  -1.20
H 2.4687 5.4947 -4.1423  0.45
H -1.0874 4.4943 2.1277  0.35
H -1.2999 5.7534 -1.1665  0.28
H 5.4135 1.3706 1.9688  0.30
H 1.6107 -1.6164 -4.7567  0.39
H -2.9279 3.4389 0.8119  0.23
H 3.4825 3.2841 2.3903  0.36
H 2.5747 -3.3327 -0.9660  0.26
H 1.4454 5.4063 -2.7511  0.12
H 0.2924 -4.8025 -2.1998  0.31
H 2.2913 2.9768 1.0770  0.02
H 0.5491 5.8650 -1.1061  0.22
H -2.4437 -3.1484 1.4184  0.12
H 4.0501 2.3990 -2.6145  0.39
H 1.8804 2.5471 2.7823  0.35
H 1.6640 -4.6002 -0.1846  0.33
H 5.0042 4.8594 -3.8980  0.30
H 0.5769 4.9952 1.8046  0.35
H 0.1961 3.3035 2.2568  -0.01
H -0.8323 -4.2661 3.1434  0.35
H -0.2665 4.7814 -2.3242  0.21
H 3.3265 1.4841 -1.3810  0.26
H -3.1743 -3.6885 2.9571  0.47
H -2.7662 2.6853 -0.8011  0.21
H 0.7896 4.7676 -4.2515  0.32
H 5.4403 3.2317 -4.3809  0.40
H -0.7744 -3.4037 -2.6663  0.29
H 1.8124 -3.0046 0.6248  0.10
H -0.3129 -2.6570 2.5794  -0.05
H 4.6287 2.0663 0.4651  0.28
H -5.0947 -1.2128 1.3106  0.24
H -3.9618 -0.5513 3.9910  0.43
H 4.7187 0.2466 0.7078  0.21
H 4.1389 4.0640 -5.2752  0.34
H -5.4832 0.0449 2.5106  0.25
H 4.1974 -0.8500 -1.4522  0.24
H -2.9046 4.4670 -0.6356  0.41
H 3.1065 -0.7789 1.7288  0.20
H -1.3373 -1.9247 -1.0116  0.21
H -1.0770 -2.8050 4.1787  0.33
H -6.1936 -1.5408 2.6909  0.34
H 1.0006 -3.3818 -3.0639  0.22
H -4.4259 -2.3106 3.9013  0.38
H 3.4095 -2.4198 -3.2291  0.45
H 0.3709 0.5437 -4.3040  0.40
H 0.4319 2.5998 -3.4340  -0.01

Computed properties:
- E_tot: -113573.3348 eV
- Spin multiplicity: 6
- Gap between HOMO and LUMO (alpha / beta): 0.2504 / 0.2855 hartree
- Relative energy (zero: lowest compared OMol25 entry of this formula, charge and spin): 3.523 eV
- Charge: -1
- LUMO (alpha / beta): 2.409 / 2.408 eV

(4)
Formula: C5H7ClN2
Source: the Open Molecules 2025 dataset
Level of theory: ωB97M-V/def2-TZVPD

Each line ends with the natural charge from an NBO analysis.
Positions of all 15 atoms, in Å:
Cl 1.0826 0.8179 -2.8674  0.02
N -0.4874 4.1027 -2.0102  -0.32
N -0.0002 -0.3114 -0.2715  -0.58
C 0.5279 -1.8089 1.6169  -0.62
C 0.1393 1.6199 -1.6804  -0.31
C -0.2537 0.9694 -0.5600  0.10
C -0.2280 2.9757 -1.9084  0.25
C -0.5568 -1.0627 0.8619  -0.20
H 1.2513 -1.0643 2.0151  0.21
H -1.0201 -0.2838 1.5204  0.20
H 1.0519 -2.5541 0.9862  0.21
H 0.0561 -2.3049 2.4652  0.22
H -1.3522 -1.7952 0.5603  0.19
H 0.6764 -0.7977 -0.8667  0.41
H -0.8871 1.4975 0.1386  0.22

Computed properties:
- E_tot: -20800.3510 eV
- Spin multiplicity: 1
- Gap between HOMO and LUMO: 0.3307 hartree
- SMILES: CCN/C=C(\Cl)C#N
- Relative energy (zero: lowest compared OMol25 entry of this formula, charge and spin): 0.917 eV
- LUMO: 0.581 eV

(5)
Formula: C18H16Co2NO6
Source: the Open Molecules 2025 dataset
Level of theory: ωB97M-V/def2-TZVPD

Each line ends with the natural charge from an NBO analysis.
Positions of all 43 atoms, in Å:
Co -0.9990 -1.9402 -0.5513  -0.15
Co 0.5513 -0.1286 0.2844  0.00
O 1.3329 -1.5833 2.7525  -0.58
O 3.2213 0.8909 0.1989  -0.56
O -2.1658 -4.1418 -2.1016  -0.52
O -1.0427 2.2030 -0.4756  -0.60
O -0.9733 -3.5515 1.8108  -0.54
O -3.4177 -0.2795 -0.2507  -0.55
N -1.0441 0.5066 2.3750  -0.84
C 0.7728 -0.4455 -2.6361  -0.08
C 0.9887 -1.0592 1.7815  0.56
C -2.4343 -0.8678 -0.4233  0.56
C -1.6996 -3.2342 -1.5591  0.60
C -0.4146 1.2626 -0.2014  0.50
C -0.7809 1.8064 3.0853  -0.06
C 1.7635 1.0543 -4.7853  -0.27
C 0.0099 0.6042 -3.1840  -0.22
C -1.0382 -2.8852 0.8737  0.56
C 0.6911 -2.3492 -0.8049  -0.07
C -0.7970 1.6364 4.5934  -0.61
C 1.7422 -3.0137 -0.2655  -0.63
C 2.4663 -0.0612 -4.3344  -0.23
C 0.5273 1.3789 -4.2234  -0.21
C 0.3821 -1.0943 -1.3872  -0.39
C -1.7838 2.8938 2.7736  -0.62
C 1.9643 -0.8249 -3.2824  -0.17
C 2.1380 0.4876 0.2096  0.58
H -0.9931 0.7816 -2.7798  0.21
H -0.4238 2.5685 5.0238  0.20
H 2.7694 -2.7364 -0.5743  0.19
H -0.1774 0.8100 4.9495  0.21
H -1.8253 1.4967 4.9542  0.19
H -1.1181 -0.2709 3.0407  0.36
H 2.4931 -1.7128 -2.9434  0.20
H -2.7547 2.6760 3.2254  0.19
H 3.4081 -0.3379 -4.8035  0.20
H 0.2240 2.1291 2.7582  0.18
H -0.0621 2.2337 -4.5672  0.20
H 1.5879 -4.0334 0.1326  0.19
H 2.1716 1.6989 -5.5539  0.20
H -1.9043 3.0956 1.7155  0.23
H -1.4125 3.8009 3.2507  0.20
H -1.9435 0.5358 1.8989  0.36

Computed properties:
- E_tot: -107952.2388 eV
- Spin multiplicity: 1
- Gap between HOMO and LUMO: 0.2113 hartree
- Relative energy (zero: lowest compared OMol25 entry of this formula, charge and spin): 1.652 eV
- Charge: -1
- LUMO: 3.026 eV

(6)
Formula: C4H11NO4S
Source: the Open Molecules 2025 dataset
Level of theory: ωB97M-V/def2-TZVPD

Each line ends with the natural charge from an NBO analysis.
Positions of all 21 atoms, in Å:
S 1.6531 -0.2823 0.3397  2.22
O -0.9435 -1.6453 1.4290  -0.66
O 1.2831 -1.5822 -0.2291  -1.01
O 1.5603 -0.2078 1.8249  -1.01
O 0.6141 1.8786 0.5013  -0.57
N 0.6450 0.7381 -0.2855  -0.63
C -1.2184 -0.6456 0.6384  0.71
C -1.9029 0.5538 1.1815  -0.75
C -1.4525 -0.8130 -0.8334  -0.73
C 3.3713 0.0248 -0.0603  -0.88
H -2.3339 -1.4856 -1.0806  0.24
H 3.4142 -0.1055 -1.1330  0.25
H 0.9358 1.6285 1.3874  0.47
H 4.0491 -0.8136 0.3723  0.26
H -0.6856 -1.5702 -1.0487  0.26
H -2.4834 0.2838 1.9931  0.24
H -1.4374 0.0126 -1.4306  0.25
H 3.6758 0.9396 0.4261  0.25
H -1.0371 1.4012 1.2896  0.30
H -2.4720 1.0544 0.4402  0.24
H -0.0618 -2.0652 1.1046  0.55

Computed properties:
- E_tot: -24836.6620 eV
- Spin multiplicity: 1
- Gap between HOMO and LUMO (alpha / beta): 0.3106 / 0.3106 hartree
- Relative energy (zero: lowest compared OMol25 entry of this formula, charge and spin): 4.245 eV
- LUMO (alpha / beta): -0.218 / -0.218 eV

(7)
Formula: C9H7NO
Source: the Open Molecules 2025 dataset
Level of theory: ωB97M-V/def2-TZVPD

Each line ends with the natural charge from an NBO analysis.
Positions of all 18 atoms, in Å:
O -2.6136 1.2490 -0.5819  -0.51
N 4.8484 0.0684 -0.0570  -0.29
C 1.5059 -0.9699 -0.3039  -0.13
C 0.1808 1.4347 0.1219  -0.17
C -0.5358 0.2214 -0.1163  -0.12
C 3.6747 0.0613 -0.0806  0.28
C 1.6211 1.3501 0.1745  -0.16
C 0.1112 -0.9686 -0.2794  -0.18
C -2.0602 0.3055 -0.1283  0.58
C 2.2627 0.1403 -0.0754  -0.20
C -2.7924 -0.8872 0.3524  -0.76
H 1.9911 2.3706 0.1707  0.24
H 2.0075 -1.8676 -0.5078  0.22
H -2.4455 -1.1353 1.3791  0.24
H -0.3308 -1.7631 -0.4372  0.20
H -3.1287 -1.6327 -0.2950  0.26
H -3.8143 -0.4473 0.4608  0.25
H -0.4821 2.4703 0.2034  0.26

Computed properties:
- E_tot: -12981.8933 eV
- Spin multiplicity: 1
- Gap between HOMO and LUMO: 0.3553 hartree
- SMILES: CC(=O)c1ccc(C#N)cc1
- Relative energy (zero: lowest compared OMol25 entry of this formula, charge and spin): 2.276 eV
- LUMO: -0.311 eV